Formula: C4H7ClFNS
Source: OMol25
Level of theory: wB97M-V/def2-TZVPD

Its energy above the lowest of the compared OMol25 structures with the same formula, charge and spin is 40.7 kcal/mol. As for the highest occupied orbital energy: -8.664 eV. Its strongest force on any atom is 0.1020 Eh/bohr. As for the spin multiplicity: 1. Its net charge is 0.

Each line ends with the natural charge from an NBO analysis.
Positions of all 15 atoms, in Å:
1 Cl 2.35077 -1.48271 -0.60348  -0.01
2 S -2.44731 -0.45587 -0.86942  -0.04
3 F -0.22080 -2.58081 -0.37453  -0.30
4 N 0.81784 1.79331 -0.70285  -0.82
5 C 0.88626 -0.65042 -0.00991  -0.14
6 C 0.92142 0.80609 0.45496  -0.28
7 C -0.29280 -1.37063 0.07484  0.41
8 C -1.59734 -0.95871 0.65169  -0.59
9 H 0.01885 1.00330 1.05956  0.21
10 H 1.96782 0.94139 0.87003  0.21
11 H -2.32225 -1.62405 1.20382  0.27
12 H 1.60551 2.77758 -0.39157  0.34
13 H -1.56340 -0.12254 1.22027  0.23
14 H 1.41668 1.26991 -1.42200  0.36
15 H -1.54123 0.65417 -1.16141  0.17